DFT (the ωB97M-V functional and the def2-TZVPD basis) results for a gas-phase ion, C6H7N2O2 (charge +1).

strongest force on any atom = 7.2 eV Å⁻¹
electronic energy = -492.4137 a.u.
multiplicity = 1
total charge = +1
relative energy (zero: lowest compared OMol25 entry of this formula, charge and spin) = 112.7 kcal/mol

Geometry (Å):
O 1.14747 -0.19719 2.97616
C 1.39645 0.42961 1.98013
N 0.67725 0.18415 0.77007
C 0.98976 0.75819 -0.29286
C 0.60794 0.71914 -1.69004
C -0.55115 -0.05523 -1.96670
C -0.92672 -1.22175 -1.29418
N -0.48799 -1.47239 -0.13310
C -0.58956 -0.54158 0.91337
O -1.53260 0.48080 0.88387
H 2.11371 1.21194 1.97833
H 1.97106 1.23083 -0.24063
H 1.01177 1.37414 -2.44659
H -1.21340 0.16914 -2.87208
H -1.50848 -2.10289 -1.54413
H -0.59468 -1.00582 1.93578
H -2.51082 0.03891 1.04261

Atomic forces in eV per Å
0.23 0.74 -1.44
-0.44 -1.54 2.78
-1.89 -0.98 2.91
4.43 1.79 -5.41
-4.16 -1.96 1.83
-0.50 2.93 -3.32
0.58 -0.66 1.46
-2.22 -2.26 2.60
1.38 0.82 1.38
-3.92 -2.00 -0.11
0.87 0.91 -0.56
-0.14 0.58 0.48
0.14 0.23 0.38
1.66 -0.36 0.76
0.23 0.13 -2.06
0.16 -0.07 -1.22
3.59 1.70 -0.46

What are the Löwdin partial charges on each atom? They are as follows, in elementary charge units: number 1, O, carries 0.16; number 2, C, carries -0.14; number 3, N, carries 0.06; number 4, C, carries -0.02; number 5, C, carries 0.07; number 6, C, carries 0.03; number 7, C, carries -0.10; number 8, N, carries 0.15; number 9, C, carries -0.39; number 10, O, carries 0.03; number 11, H, carries 0.15; number 12, H, carries 0.16; number 13, H, carries 0.13; number 14, H, carries 0.16; number 15, H, carries 0.16; number 16, H, carries 0.18; number 17, H, carries 0.23

DFT (the ωB97M-V functional and the def2-TZVPD basis) results for a gas-phase ion, C6H7N2O4 (charge -1).

strongest force on any atom = 5.0 eV Å⁻¹
electronic energy = -643.2246 a.u.
multiplicity = 1
total charge = -1
relative energy (zero: lowest compared OMol25 entry of this formula, charge and spin) = 106.8 kcal/mol

Geometry (Å):
C -1.64296 -0.86043 0.72894
C 1.59648 -1.34932 -1.82806
C -1.10911 -0.00604 1.87422
C 0.82092 1.16578 -0.38558
C -1.29879 -0.16971 -0.45164
C -0.75181 1.13750 -0.03322
N 1.48445 0.03498 0.14964
N 1.27623 -1.13693 -0.29267
O 2.67002 -1.89395 -1.90307
O -2.14917 -1.92758 1.10014
O 0.83632 -0.88223 -2.60456
O -0.92486 1.28496 1.39219
H -1.81296 0.06179 2.59783
H -0.18339 -0.32827 2.23853
H 0.87194 1.12711 -1.57825
H 1.20813 2.06188 -0.17207
H -1.71545 -0.41068 -1.41132
H -0.93114 2.07840 -0.50384
H 1.75514 0.01274 1.08280

Atomic forces in eV per Å
0.91 -0.20 1.35
0.33 0.46 1.12
0.24 0.47 -2.15
-1.07 -2.48 -4.26
-0.87 0.10 0.72
1.62 -1.10 0.25
-0.58 -0.65 -1.89
0.35 -0.43 0.33
1.39 -0.95 0.66
-0.48 -0.37 -1.15
-2.41 1.09 -2.29
0.46 1.35 -1.68
-2.11 -0.20 2.57
1.45 -1.21 0.81
-0.25 -0.32 2.57
1.82 3.28 1.63
0.31 0.06 -0.31
-1.29 0.56 -0.48
0.18 0.52 2.21

What are the Löwdin partial charges on each atom? They are as follows, in elementary charge units: number 1, C, carries -0.46; number 2, C, carries -0.79; number 3, C, carries -0.16; number 4, C, carries -0.11; number 5, C, carries -0.01; number 6, C, carries -0.28; number 7, N, carries -0.03; number 8, N, carries 0.19; number 9, O, carries 0.02; number 10, O, carries -0.04; number 11, O, carries 0.02; number 12, O, carries -0.10; number 13, H, carries 0.09; number 14, H, carries 0.10; number 15, H, carries 0.16; number 16, H, carries 0.06; number 17, H, carries 0.10; number 18, H, carries 0.12; number 19, H, carries 0.12